114
Properties=species:S:1:pos:R:3:forces:R:3 method="wB97M-V/def2-TZVPD" orbital_gap_ev="6.148 / 6.113" e_above_lowest_kcal_mol=15.1 lumo_ha="-0.1712 / -0.1710" total_charge=+1 e_homo_ev="-10.81 / -10.77" total_energy_ha=-2543.844455
Pd 0.27061 0.06236 0.72339 -1.531 1.836 -1.008
C -2.83137 1.81834 4.34773 0.011 0.043 0.053
C -1.34631 1.69693 3.98259 -0.117 -0.084 -0.128
C -0.90416 0.24746 4.05839 0.037 0.018 0.042
C -1.12998 2.35704 2.64524 0.074 -0.039 0.082
C -1.34034 3.71591 2.42764 0.025 -0.025 0.013
C -1.20656 3.91902 1.07064 -0.033 0.036 0.008
C -1.22775 5.27062 0.40897 -0.001 -0.033 -0.114
C 0.15557 5.60180 -0.15967 -0.025 0.027 0.033
C -2.34410 5.50381 -0.61373 0.007 0.004 0.036
N -0.94466 2.72745 0.49774 -0.024 -0.072 -0.065
N -0.85737 1.76755 1.47572 0.443 -0.445 0.169
B -0.87322 2.36250 -1.02652 0.194 -0.080 0.082
N 0.64023 2.14520 -1.34770 -0.245 -0.053 -0.072
N 1.42026 1.70785 -0.32826 0.817 -0.095 0.302
C 2.69220 1.86714 -0.68396 -0.076 0.227 -0.131
C 2.73773 2.43894 -1.96048 -0.006 -0.114 -0.045
C 1.42241 2.59590 -2.35718 0.105 0.024 -0.028
C 0.96300 3.14088 -3.68162 -0.043 0.038 -0.045
C 0.44715 4.58176 -3.61963 0.021 -0.025 -0.008
C -0.02764 2.20154 -4.36972 0.060 -0.015 -0.019
C 3.85140 1.53262 0.21638 -0.029 -0.105 -0.044
C 3.97318 0.02638 0.45018 0.007 0.013 0.021
C 5.16166 2.06178 -0.36057 -0.010 0.059 0.072
N -1.75654 1.07557 -1.22990 0.075 0.133 -0.015
N -1.48367 0.04565 -0.39555 0.206 -0.683 0.163
C -2.39389 -0.90712 -0.53347 -0.095 0.067 -0.037
C -3.30364 -0.48968 -1.49896 -0.003 0.002 0.034
C -2.88916 0.76731 -1.91570 -0.064 -0.002 0.027
C -3.65451 1.53140 -2.97472 0.137 0.007 -0.100
C -3.44963 3.03677 -3.08097 -0.080 -0.017 0.009
C -3.45575 0.85460 -4.33981 -0.050 0.013 -0.001
C -2.39451 -2.13098 0.32643 -0.019 -0.021 -0.029
C -2.36782 -3.40928 -0.51063 0.079 0.014 0.040
C -3.59018 -2.11056 1.28154 0.050 -0.018 0.015
H -2.99993 1.45746 5.36337 -0.006 -0.031 -0.016
H -3.44186 1.22502 3.66343 0.003 0.006 -0.010
H -3.17230 2.85116 4.29615 -0.016 -0.008 -0.014
H -0.76785 2.26597 4.71542 -0.032 0.039 0.000
H -1.28334 -0.32987 3.20927 0.006 -0.022 0.017
H -1.27229 -0.21236 4.97653 -0.022 0.008 -0.014
H 0.17887 0.20512 4.07124 -0.048 -0.001 0.021
H -1.56565 4.46279 3.17053 -0.018 0.001 -0.011
H -1.41787 5.95886 1.23579 0.013 -0.023 0.027
H 0.47327 4.84716 -0.87830 0.001 0.016 -0.007
H 0.90112 5.64656 0.63521 0.009 -0.017 -0.010
H 0.13436 6.56818 -0.66601 0.009 0.001 0.003
H -2.06542 5.15993 -1.60702 -0.018 -0.023 0.007
H -2.55138 6.57210 -0.68363 0.011 0.001 -0.016
H -3.26631 5.00128 -0.31907 -0.014 0.026 0.005
H -1.28784 3.24413 -1.69005 -0.045 0.008 0.061
H 3.60769 2.70684 -2.53526 -0.009 0.008 -0.011
H 1.86888 3.16780 -4.29236 0.007 -0.008 0.010
H -0.47840 4.66143 -3.05088 0.001 0.009 -0.009
H 0.25069 4.93426 -4.63313 -0.015 0.004 0.004
H 1.18701 5.24652 -3.17219 -0.024 -0.004 0.037
H -0.79466 1.86647 -3.67399 -0.026 0.028 -0.016
H 0.47480 1.31970 -4.76528 0.002 -0.056 0.045
H -0.51583 2.70550 -5.20563 -0.014 -0.002 0.007
H 3.66921 2.02183 1.17868 -0.011 -0.019 0.011
H 4.10336 -0.48627 -0.50613 0.009 -0.027 0.004
H 3.08682 -0.37793 0.93502 -0.009 -0.040 -0.045
H 4.83705 -0.19157 1.08255 -0.001 -0.006 -0.010
H 5.38162 1.58509 -1.31801 0.004 0.006 -0.003
H 5.98603 1.84145 0.31836 0.001 0.010 -0.002
H 5.12892 3.14029 -0.51402 -0.003 0.000 -0.016
H -4.17311 -1.02117 -1.84905 -0.014 0.030 -0.004
H -4.70146 1.37736 -2.69852 0.007 -0.015 0.042
H -2.48995 3.29143 -3.52809 0.014 0.013 0.033
H -3.52899 3.52477 -2.11244 -0.004 0.005 0.002
H -4.22935 3.44465 -3.72596 0.011 0.000 -0.011
H -2.42572 0.94514 -4.68268 -0.005 -0.012 0.000
H -4.10114 1.32643 -5.08214 0.004 0.003 0.001
H -3.70528 -0.20529 -4.29759 0.007 -0.001 -0.001
H -1.48130 -2.08964 0.92773 0.029 0.011 0.021
H -3.29594 -3.52367 -1.07287 0.002 0.004 -0.019
H -2.25225 -4.28229 0.13521 -0.036 -0.005 -0.005
H -1.54223 -3.39672 -1.22532 -0.025 -0.009 -0.017
H -4.52872 -2.14733 0.72650 -0.006 0.004 0.003
H -3.59103 -1.20384 1.88889 -0.013 0.004 -0.010
H -3.55630 -2.97264 1.95045 -0.019 -0.003 -0.011
O 0.69073 -3.23648 0.82133 -0.181 -0.228 0.467
C 1.38026 -4.01444 1.55038 -0.272 -1.513 -1.905
C 1.75754 -1.60809 3.58985 0.256 0.543 0.779
O 1.95438 -2.29997 4.49578 -0.138 -0.308 -0.431
O 1.57597 -0.82437 2.75408 0.229 -0.456 -0.509
C 2.81204 -4.16512 1.40020 0.020 0.514 0.672
C 3.50831 -3.54059 0.35216 0.014 0.033 -0.008
C 4.85795 -3.77767 0.19844 0.012 0.012 0.007
C 5.52735 -4.60315 1.09740 -0.014 -0.021 0.031
C 4.85061 -5.20944 2.15064 0.058 0.058 0.018
C 3.49862 -4.99005 2.30725 -0.106 -0.006 -0.039
C 0.55154 -5.16344 2.06313 0.174 0.340 0.436
C 0.13108 -5.39607 3.36373 0.133 0.046 -0.019
C -0.59347 -6.54549 3.65287 -0.015 0.032 0.023
C -0.89015 -7.45641 2.65316 0.008 0.005 -0.033
C -0.47772 -7.21339 1.34916 -0.021 -0.018 -0.010
C 0.23658 -6.06874 1.04568 -0.019 0.025 0.062
H 1.07374 -2.60988 0.08550 0.242 0.658 0.442
H 3.00602 -2.89552 -0.35742 -0.042 0.029 0.035
H 5.39303 -3.32100 -0.62251 0.007 0.010 0.009
H 6.58950 -4.77211 0.97734 -0.008 -0.028 -0.024
H 5.37942 -5.84988 2.84232 0.010 0.019 0.010
H 2.95987 -5.44303 3.12899 -0.009 -0.073 -0.047
H 0.36208 -4.70046 4.15562 0.069 0.128 0.066
H -0.92205 -6.72449 4.66748 0.002 -0.001 0.001
H -1.44002 -8.35797 2.88631 -0.021 0.013 0.000
H -0.71249 -7.91542 0.56061 -0.001 -0.012 0.010
H 0.56461 -5.88519 0.03003 -0.015 0.003 -0.007
N 0.95203 -1.25693 -5.24079 0.024 -0.064 -0.003
C 0.66316 -1.47755 -4.14688 0.097 0.227 0.020
N 0.24658 -1.74916 -2.92035 -0.228 -0.229 0.008
C 0.69988 -1.43551 -1.81554 0.031 0.358 -0.131
N 1.06438 -1.23953 -0.69455 0.108 -0.646 0.683